1.
A 5-piece molecular cluster, C40H51N5O14P overall, computed with the ωB97M-V functional and the def2-TZVPD basis.

Properties
Net charge: -1
Spin multiplicity: 1
Largest force on an atom: 1.35 eV/Å
LUMO: 0.2 eV
Orbital gap: 4.64 eV

Positions of all 111 atoms, in Å:
C  -0.24308  -2.85642  -4.45925
C  -1.26730  -2.01141  -4.53149
C  -1.03976  -0.56816  -4.89836
N  -0.24192  0.13358  -3.91762
C  -0.80096  0.33610  -2.56178
C  -2.33371  0.30752  -2.48635
C  -2.95560  0.94928  -1.24725
C  -2.79035  0.11786  0.04603
C  -2.25803  0.99795  1.17848
C  -1.79495  0.25428  2.42534
C  -0.76743  -0.85220  2.19184
C  0.71670  -0.43766  1.98596
C  1.00872  1.05380  1.99236
C  2.50618  1.35696  1.80423
O  3.37140  0.38941  2.37599
C  3.93534  -0.45369  1.38268
C  -0.20057  1.66128  -2.06246
P  -0.75618  3.15130  -2.95313
O  -1.73496  2.96154  -4.02476
O  0.57106  3.81724  -3.59488
O  -1.25150  4.26462  -1.89534
C  -0.15627  -0.74719  -1.61232
O  0.92778  -0.40652  -1.04211
O  -0.76080  -1.84555  -1.47648
H  -0.27889  -3.70013  -3.78405
H  0.65052  -2.71318  -5.05151
H  -2.28235  -2.32570  -4.33326
H  -1.96697  -0.06136  -5.17659
H  -0.44554  -0.59133  -5.81803
H  0.15026  0.97757  -4.29791
H  -2.80473  0.73842  -3.36186
H  -2.62412  -0.74133  -2.46508
H  -4.02291  1.04128  -1.43788
H  -2.61442  1.96490  -1.06141
H  -2.19113  -0.77083  -0.10254
H  -3.77858  -0.22782  0.35222
H  -1.49565  1.65219  0.76854
H  -3.07853  1.65416  1.48388
H  -1.47930  0.97298  3.17717
H  -2.67607  -0.23280  2.85050
H  -1.03535  -1.49983  1.36480
H  -0.80321  -1.47768  3.08407
H  1.32041  -0.93322  2.73971
H  1.02373  -0.82768  1.01956
H  0.69220  1.48925  2.93908
H  0.52075  1.50334  1.13884
H  2.72468  2.34064  2.22103
H  2.69030  1.42626  0.73274
H  4.70435  0.08120  0.82349
H  3.17486  -0.83626  0.70579
H  4.36593  -1.30624  1.89749
H  0.87975  1.62271  -2.14441
H  -0.41112  1.81370  -1.01080
H  1.35651  3.39709  -3.23230
H  -1.46020  3.80889  -1.06993
C  -0.72249  -8.51033  -2.82305
C  -0.09082  -7.79569  -3.83213
C  -0.83081  -6.98981  -4.68236
C  -2.19882  -6.91011  -4.50458
C  -2.84602  -7.61573  -3.50824
C  -2.09889  -8.42125  -2.66481
N  -2.98387  -6.04025  -5.39270
O  -2.38946  -5.45516  -6.26980
O  -4.18000  -5.95944  -5.19093
H  -0.14369  -9.13421  -2.15726
H  0.98123  -7.86302  -3.95435
H  -0.34311  -6.43027  -5.46645
H  -3.91601  -7.54116  -3.38527
H  -2.59110  -8.97803  -1.87844
C  0.44786  7.48068  3.76700
C  1.39196  7.60051  2.75649
C  1.44300  6.65837  1.74131
C  0.54188  5.61072  1.75370
C  -0.40054  5.47142  2.75467
C  -0.44407  6.41582  3.76789
N  0.57961  4.62167  0.66876
O  1.43087  4.74635  -0.18380
O  -0.24554  3.73071  0.69702
H  0.40850  8.22203  4.55456
H  2.08365  8.42755  2.76048
H  2.17515  6.74611  0.95251
H  -1.09313  4.64229  2.75005
H  -1.17692  6.32215  4.55748
C  -3.38732  -13.71046  1.59812
C  -3.48255  -12.53122  2.32470
C  -2.66130  -11.45855  2.01826
C  -1.75648  -11.58534  0.98147
C  -1.64317  -12.75299  0.25096
C  -2.46630  -13.82197  0.56520
N  -0.89853  -10.44025  0.63921
O  -1.00771  -9.43730  1.30680
O  -0.13553  -10.57006  -0.29820
H  -4.03388  -14.54472  1.83672
H  -4.19950  -12.44577  3.12936
H  -2.73207  -10.53932  2.58045
H  -0.92760  -12.83401  -0.55352
H  -2.39155  -14.74155  0.00155
C  6.55585  12.72919  3.02497
C  5.95703  13.23736  4.17010
C  4.73656  12.73922  4.59475
C  4.13527  11.73260  3.86286
C  4.71339  11.21873  2.71716
C  5.93284  11.72399  2.29789
N  2.85020  11.18586  4.32191
O  2.35452  11.66552  5.31769
O  2.36196  10.27997  3.67514
H  7.51174  13.11715  2.69869
H  6.44296  14.02103  4.73447
H  4.26757  13.13163  5.48453
H  4.22748  10.43520  2.15520
H  6.39871  11.33099  1.40512



2.
A 4-piece molecular cluster, C3H16NO4 overall, computed with the ωB97M-V functional and the def2-TZVPD basis.

Properties
Net charge: +1
Spin multiplicity: 1
Largest force on an atom: 3.48 eV/Å
LUMO: -3.1 eV
Orbital gap: 11.02 eV
Energy above the lowest of the compared OMol25 structures with the same formula, charge and spin: 53.5 kcal/mol

Positions of all 24 atoms, in Å:
C  0.73482  -1.43968  0.49752
C  2.14248  -1.07034  -0.09933
C  2.14470  0.27543  -0.83132
O  1.08659  0.27866  -1.70169
N  -0.48061  -0.55080  -0.05243
H  0.59927  -1.05535  1.48882
H  0.44177  -2.43374  0.15030
H  2.79034  -0.93035  0.74279
H  2.55886  -1.89384  -0.69763
H  2.12276  1.23076  -0.24885
H  3.05723  0.29383  -1.48850
H  1.16743  0.67704  -2.59616
H  -1.42801  -0.77144  0.49528
H  -0.74276  -0.84552  -0.97152
H  -0.28602  0.45373  0.03623
H  -3.75887  1.08161  0.08565
H  -3.11632  0.97847  -1.37439
O  -2.96941  0.76219  -0.41808
H  -1.15897  -0.42141  2.33178
H  -1.20014  -1.93998  3.01059
O  -1.53534  -1.26689  2.45393
H  -0.32449  2.65899  0.44307
H  -1.18707  3.30981  -0.81305
O  -0.65823  2.61881  -0.44300



3.
A 3-piece molecular cluster, C2H12N2O2 overall, computed with the ωB97M-V functional and the def2-TZVPD basis.

Properties
Net charge: 0
Spin multiplicity: 1
Structure (SMILES): NCCN.O.O
Largest force on an atom: 1.55 eV/Å
LUMO: 0.8 eV
Orbital gap: 10.35 eV
Energy above the lowest of the compared OMol25 structures with the same formula, charge and spin: 12.3 kcal/mol

Positions of all 18 atoms, in Å:
N  -1.76131  -0.87164  -2.15507
C  -0.82637  -0.51817  -1.03799
C  0.51590  -0.15885  -1.63886
N  1.50351  0.06317  -0.57437
H  -2.30807  -0.05035  -2.39853
H  -2.47831  -1.42222  -1.70632
H  -0.72507  -1.40855  -0.42065
H  -1.19356  0.29421  -0.41135
H  0.83735  -0.99202  -2.27776
H  0.51338  0.70569  -2.29985
H  1.60522  -0.74924  0.01692
H  2.39181  0.40216  -0.91290
O  -1.28532  -0.05827  3.17424
H  -0.78689  0.75198  2.99976
H  -0.59853  -0.54677  3.58742
O  1.35624  1.40902  2.35819
H  1.54288  0.88309  1.56080
H  1.69714  2.26675  2.13635



4.
A 4-piece molecular cluster, C38H68N3O5 overall, computed with the ωB97M-V functional and the def2-TZVPD basis.

Properties
Net charge: 0
Spin multiplicity: 4
Largest force on an atom: 8.22 eV/Å
LUMO (alpha / beta): -1.5 / -1.5 eV
Orbital gap (alpha / beta): 7.40 / 7.95 eV
Expectation value of S²: 3.764

Positions of all 114 atoms, in Å:
C  -2.37150  -3.01452  -6.42991
C  -2.36635  -2.55869  -4.85507
C  -0.90405  -2.77654  -4.11245
C  0.21480  -1.66907  -4.67034
C  -0.16619  -0.24798  -3.92667
C  -0.92921  0.87922  -4.53191
C  -1.46484  0.79646  -6.08114
C  -1.22826  2.19701  -3.54720
O  -1.30651  3.45877  -3.98577
C  -1.47799  1.81167  -1.93951
C  -0.71205  0.65278  -1.32739
C  0.33356  -0.11797  -2.33578
O  1.50284  -0.66662  -1.99703
H  -1.48913  -3.77896  -6.57466
H  -3.41539  -3.51570  -6.68209
H  -2.22779  -2.14175  -7.19618
H  -3.13639  -3.25413  -4.26626
H  -2.73793  -1.44332  -4.71645
H  -1.08368  -2.47525  -2.97176
H  -0.50758  -3.87714  -4.14616
H  1.27986  -2.06461  -4.31223
H  0.26178  -1.61112  -5.83843
H  -2.61636  1.04693  -6.19533
H  -0.89790  1.64691  -6.69047
H  -1.24933  -0.23333  -6.59488
H  -2.23786  2.42029  -1.29022
H  -0.88425  0.32939  -0.21356
C  3.74841  5.17717  0.94161
C  2.58657  6.21518  0.99765
C  1.45780  5.74547  1.96363
C  0.51226  4.70190  1.38676
C  -0.02343  5.15130  0.03320
C  1.11412  5.49016  -0.96404
N  2.10093  6.47775  -0.39941
O  1.48343  7.74140  -0.40705
C  1.82163  4.16670  -1.36708
C  0.47916  5.98244  -2.30317
C  3.24536  7.46371  1.68218
H  3.88984  4.73163  -0.04401
H  4.72030  5.63805  1.15897
H  3.60632  4.36254  1.65925
H  0.85005  6.61017  2.26265
H  1.89421  5.35287  2.89134
H  1.01688  3.73389  1.30766
H  -0.32735  4.55204  2.07618
H  -0.66705  4.36253  -0.37680
H  -0.67252  6.02289  0.17863
H  2.66461  4.35966  -2.04260
H  1.13113  3.49905  -1.89664
H  2.18928  3.59094  -0.51618
H  -0.17692  6.84862  -2.16749
H  -0.14206  5.19975  -2.75697
H  1.25510  6.24813  -3.03197
H  4.01874  7.90898  1.04470
H  3.72097  7.17880  2.62934
H  2.51500  8.24361  1.92810
C  3.93854  -7.54025  -1.21806
C  2.58818  -6.77656  -1.37235
C  1.44525  -7.48958  -0.58930
C  0.85041  -8.70450  -1.28643
C  0.45655  -8.36373  -2.71815
C  1.64095  -7.77622  -3.52768
N  2.28950  -6.60696  -2.83475
O  1.42562  -5.50530  -2.96978
C  2.67057  -8.91186  -3.78214
C  1.13994  -7.41504  -4.96202
C  2.84557  -5.42436  -0.61955
H  4.32904  -7.93274  -2.15797
H  4.74133  -6.88426  -0.85830
H  3.86004  -8.37526  -0.51421
H  0.62660  -6.77927  -0.41113
H  1.80001  -7.79089  0.40498
H  1.55631  -9.54059  -1.26176
H  -0.03769  -9.03965  -0.73721
H  0.07120  -9.26708  -3.20800
H  -0.37864  -7.65364  -2.69832
H  3.55046  -8.53408  -4.31809
H  2.23346  -9.70550  -4.40024
H  3.01063  -9.40585  -2.87054
H  0.30077  -6.71162  -4.95282
H  0.78194  -8.30711  -5.49166
H  1.94829  -6.97995  -5.56293
H  3.59832  -4.81558  -1.13481
H  3.21193  -5.61233  0.39777
H  1.93547  -4.82251  -0.51150
C  -4.61945  3.08882  6.96951
C  -3.26036  2.38604  7.26864
C  -2.16272  3.42300  7.65301
C  -1.53581  4.15948  6.47810
C  -1.06574  3.17461  5.41503
C  -2.20382  2.23302  4.94436
N  -2.88429  1.53278  6.09090
O  -2.01093  0.53064  6.55041
C  -3.22221  3.06991  4.12154
C  -1.62656  1.23214  3.89374
C  -3.55280  1.56665  8.57420
H  -4.96101  2.96117  5.94141
H  -5.43801  2.66923  7.56796
H  -4.58095  4.16303  7.17786
H  -1.35234  2.91383  8.19200
H  -2.57049  4.16103  8.35606
H  -2.24472  4.88061  6.05933
H  -0.67905  4.74538  6.83221
H  -0.65797  3.73450  4.56371
H  -0.23048  2.58882  5.81670
H  -4.07134  2.45353  3.80021
H  -2.75562  3.47298  3.21446
H  -3.61156  3.93607  4.65899
H  -0.78677  0.64709  4.28307
H  -1.24396  1.76199  3.01207
H  -2.40062  0.53612  3.54703
H  -4.27530  0.76252  8.38951
H  -3.97301  2.21673  9.35222
H  -2.64775  1.12048  9.00313